Record 1
{"formula": "C7H17NP", "method": "the ωB97M-V functional and the def2-TZVPD basis", "elements": ["H", "C", "H", "H", "C", "H", "H", "H", "P", "N", "C", "H", "H", "C", "H", "H", "C", "H", "H", "H", "C", "H", "H", "H", "H", "C"], "positions_angstrom": [[1.8339, 1.6386, -0.4641], [-1.4927, -0.3104, -0.5916], [1.6137, -0.0163, 2.7816], [2.7102, -0.9801, -1.7336], [-2.9357, -0.8758, -0.2788], [-1.4004, 0.3321, 1.3032], [-0.0374, -1.5708, -1.6491], [-0.0493, 2.5797, 1.1471], [0.7041, -0.1991, 0.4032], [1.7230, 0.5975, -0.7450], [2.8554, 0.1741, -1.5596], [-0.4792, 2.7170, -0.5589], [-3.6372, -0.0172, -0.0643], [-0.7679, 2.1442, 0.3525], [0.4262, -1.3411, 2.4869], [-0.7355, -2.4012, -0.2447], [1.3182, -0.8064, 2.0512], [3.0459, 0.7155, -2.4833], [2.0838, -1.5238, 1.9970], [-1.5062, 0.1845, -1.5437], [-0.7983, 0.6863, 0.4326], [-2.8716, -1.4238, 0.5879], [-1.7544, 2.5900, 0.3408], [3.9156, 0.1716, -1.0427], [-3.2808, -1.4733, -1.0376], [-0.4776, -1.4006, -0.6154]], "atomic_forces_ev_per_a": [[-0.46, -2.24, -0.57], [-1.59, 0.77, -0.55], [-0.24, -0.32, -0.82], [0.22, 2.26, -0.27], [1.39, 4.66, 0.66], [0.99, 0.63, 0.34], [-0.36, 0.22, 1.28], [-1.63, -0.50, -0.84], [1.53, -2.34, -2.04], [-0.72, 2.61, 2.09], [2.32, -3.86, 1.34], [0.72, -1.43, -0.12], [0.56, -0.95, -0.48], [0.88, 3.38, -0.04], [0.70, 0.58, -0.46], [0.10, 0.52, 0.42], [-1.91, 1.09, 0.42], [-0.90, 0.08, -0.02], [1.16, -0.85, -0.43], [-0.12, 0.18, -0.64], [-2.47, -1.43, 0.60], [0.06, -1.46, 2.16], [-0.48, -0.06, 1.24], [-2.14, 0.30, -0.42], [-0.81, -1.26, -1.99], [3.20, -0.58, -0.85]], "e_tot_ha": -672.7189, "orbital_gap_ev": 11.045, "charge": 1, "homo_ev": -13.82}

***

Record 2
{"formula": "C2H4Cl3P", "method": "the ωB97M-V functional and the def2-TZVPD basis", "elements": ["H", "C", "C", "Cl", "H", "P", "Cl", "H", "Cl", "H"], "positions_angstrom": [[-2.1311, -0.2758, -1.6114], [-0.3826, -0.2858, 0.6054], [0.8666, 0.5853, 0.5693], [1.6251, 0.7309, 2.1777], [-0.3957, 0.4400, -2.0408], [-0.8633, -0.8235, -1.5705], [-0.1029, -1.9133, 1.2404], [-1.2659, 0.0387, 1.1801], [2.0157, -0.1368, -0.5910], [0.6341, 1.6402, 0.0406]], "atomic_forces_ev_per_a": [[-0.98, 0.09, 0.26], [-1.03, -1.11, -2.44], [-0.82, 1.64, -1.50], [-0.28, 0.31, -0.44], [0.12, -0.30, -0.08], [1.17, 1.28, 2.40], [0.33, -0.17, 0.31], [0.65, 0.59, -0.60], [0.47, -0.04, 0.24], [0.37, -2.30, 1.85]], "e_tot_ha": -1800.4659, "orbital_gap_ev": 9.943, "homo_ev": -9.86}

***

> Number 2 is which compound?

C2H4Cl3P

***

> What is the formula in the second record?

C2H4Cl3P

***

Please write out number 1 again, unchanged.
{"formula": "C7H17NP", "method": "the ωB97M-V functional and the def2-TZVPD basis", "elements": ["H", "C", "H", "H", "C", "H", "H", "H", "P", "N", "C", "H", "H", "C", "H", "H", "C", "H", "H", "H", "C", "H", "H", "H", "H", "C"], "positions_angstrom": [[1.8339, 1.6386, -0.4641], [-1.4927, -0.3104, -0.5916], [1.6137, -0.0163, 2.7816], [2.7102, -0.9801, -1.7336], [-2.9357, -0.8758, -0.2788], [-1.4004, 0.3321, 1.3032], [-0.0374, -1.5708, -1.6491], [-0.0493, 2.5797, 1.1471], [0.7041, -0.1991, 0.4032], [1.7230, 0.5975, -0.7450], [2.8554, 0.1741, -1.5596], [-0.4792, 2.7170, -0.5589], [-3.6372, -0.0172, -0.0643], [-0.7679, 2.1442, 0.3525], [0.4262, -1.3411, 2.4869], [-0.7355, -2.4012, -0.2447], [1.3182, -0.8064, 2.0512], [3.0459, 0.7155, -2.4833], [2.0838, -1.5238, 1.9970], [-1.5062, 0.1845, -1.5437], [-0.7983, 0.6863, 0.4326], [-2.8716, -1.4238, 0.5879], [-1.7544, 2.5900, 0.3408], [3.9156, 0.1716, -1.0427], [-3.2808, -1.4733, -1.0376], [-0.4776, -1.4006, -0.6154]], "atomic_forces_ev_per_a": [[-0.46, -2.24, -0.57], [-1.59, 0.77, -0.55], [-0.24, -0.32, -0.82], [0.22, 2.26, -0.27], [1.39, 4.66, 0.66], [0.99, 0.63, 0.34], [-0.36, 0.22, 1.28], [-1.63, -0.50, -0.84], [1.53, -2.34, -2.04], [-0.72, 2.61, 2.09], [2.32, -3.86, 1.34], [0.72, -1.43, -0.12], [0.56, -0.95, -0.48], [0.88, 3.38, -0.04], [0.70, 0.58, -0.46], [0.10, 0.52, 0.42], [-1.91, 1.09, 0.42], [-0.90, 0.08, -0.02], [1.16, -0.85, -0.43], [-0.12, 0.18, -0.64], [-2.47, -1.43, 0.60], [0.06, -1.46, 2.16], [-0.48, -0.06, 1.24], [-2.14, 0.30, -0.42], [-0.81, -1.26, -1.99], [3.20, -0.58, -0.85]], "e_tot_ha": -672.7189, "orbital_gap_ev": 11.045, "charge": 1, "homo_ev": -13.82}